Here is C4H9N3O in the gas phase at a distorted geometry from the OMol25 dataset. Energies are from ωB97M-V with the def2-TZVPD basis set.

The geometry in XYZ format:
```
17
Properties=species:S:1:pos:R:3:forces:R:3
C -1.3980 0.2034 -0.7484 -0.3 0.8 -0.4
N -0.2636 0.5481 0.1178 2.6 1.5 0.5
C 0.4939 -0.4049 0.6902 -0.1 1.6 1.9
N -2.4048 -0.5892 -0.0762 0.1 0.1 0.1
N -0.8984 -0.4457 -1.9408 0.2 0.0 0.0
C 1.6768 0.3771 1.3384 0.9 -3.2 0.3
C 2.7452 0.7270 0.6285 -0.5 1.2 -0.1
O 0.2258 -1.5650 0.9106 0.4 -0.4 -0.5
H 0.4844 1.3842 0.3121 -3.6 -1.2 -2.0
H -1.8568 1.1538 -1.0463 0.0 -0.2 0.1
H -2.8018 -0.0821 0.7071 0.0 0.0 0.0
H -1.6742 -0.6557 -2.5586 0.0 0.0 0.1
H -1.9807 -1.4414 0.2811 0.0 0.1 0.0
H -0.4677 -1.3288 -1.6802 0.0 0.0 -0.1
H 1.7897 0.1540 2.3964 0.0 0.2 0.0
H 2.6448 0.9773 -0.4227 0.2 -0.6 -0.2
H 3.6855 0.9880 1.0909 0.0 0.1 0.1
```
Forces are in eV/Å.

For the LUMO energy, the calculation gives 0.879 eV. The electronic energy is -10810.342 eV. The energy above the lowest of the compared OMol25 structures with the same formula, charge and spin is 204.50 kJ/mol. As for the SMILES: C=CC(=O)NC(N)N. The value obtained for the HOMO energy is -9.32 eV. The multiplicity is 1.

---

Here is a 2-piece molecular cluster, C4H9N3O2 overall at a distorted geometry from the OMol25 dataset. Energies are from ωB97M-V with the def2-TZVPD basis set.

The geometry in XYZ format:
```
18
Properties=species:S:1:pos:R:3:forces:R:3
C 0.0547 -0.8936 -0.3653 0.4 -0.6 0.2
C -2.2729 0.0815 1.1857 0.0 -0.1 -0.2
C -0.8544 0.0746 -0.8992 -0.6 0.5 -0.5
C -2.2671 -0.0978 -0.3265 0.0 0.0 0.2
N 0.7716 -1.6832 0.0521 -0.2 -0.3 0.1
N 2.3642 0.7365 -0.5932 -1.4 0.2 -0.9
N 3.3601 0.3721 0.0517 -0.3 -0.2 0.0
O 3.3213 -0.9194 0.4652 0.6 -0.4 0.4
O 4.3436 0.9931 0.3604 0.7 0.1 0.3
H -1.6291 -0.6600 1.6578 0.0 0.0 0.1
H -3.2785 -0.0340 1.5800 -0.1 0.0 0.1
H -1.9084 1.0700 1.4555 0.0 0.1 0.1
H -0.8570 -0.0352 -1.9878 0.0 0.1 0.1
H -0.4582 1.0641 -0.6550 0.0 0.0 -0.1
H -2.9224 0.6394 -0.7928 0.0 -0.1 -0.1
H -2.6399 -1.0916 -0.5829 0.0 0.1 -0.1
H 2.4291 -1.3266 0.2754 0.1 0.6 -0.1
H 2.4433 1.7100 -0.8811 0.6 -0.1 0.3
```
Forces are in eV/Å.

For the LUMO energy, the calculation gives 0.654 eV. The electronic energy is -12855.538 eV. The energy above the lowest of the compared OMol25 structures with the same formula, charge and spin is 423.49 kJ/mol. As for the SMILES: [H]/N=[N+](\[O-])O.CCCC#N. The value obtained for the HOMO energy is -10.33 eV. The multiplicity is 1.

---

Here is an isolated ion of composition C4H9N3P and charge +1 at a distorted geometry from the OMol25 dataset. Energies are from ωB97M-V with the def2-TZVPD basis set.

The geometry in XYZ format:
```
17
Properties=species:S:1:pos:R:3:forces:R:3
C -0.3461 -1.4468 0.0522 -0.7 0.1 0.0
C -1.4895 -0.6870 0.1130 0.8 -0.6 0.0
C 0.2014 0.8101 0.1220 2.2 -5.8 -0.3
C 1.0404 2.0004 0.1131 0.0 0.5 -0.1
N 0.7596 -0.6545 0.0271 -2.5 6.1 0.5
N -1.1094 0.6355 0.1471 0.1 0.1 0.0
N -2.7943 -1.0551 0.0490 -0.6 0.1 -0.1
P 2.4738 -0.9865 0.1227 0.2 0.1 0.0
H -0.2681 -2.5153 0.0234 0.0 -0.2 0.0
H 0.6576 2.7448 0.8113 0.1 0.0 0.1
H 2.0596 1.7342 0.3958 -0.1 0.1 0.0
H 1.0652 2.4575 -0.8795 0.0 0.0 0.0
H -1.7710 1.4024 0.1714 0.1 0.0 0.0
H -3.0044 -2.0315 0.1718 0.0 0.1 0.0
H -3.4934 -0.4199 0.3976 0.0 -0.1 0.1
H 2.6763 -0.9505 -1.2640 0.2 0.0 -0.3
H 2.2740 -2.3692 0.1186 0.0 -0.3 0.1
```
Forces are in eV/Å.

The charge is +1. For the LUMO energy, the calculation gives -3.336 eV. The electronic energy is -18046.090 eV. The energy above the lowest of the compared OMol25 structures with the same formula, charge and spin is 12.50 kJ/mol. As for the SMILES: Cc1[nH+]c(N)cn1P. The value obtained for the HOMO energy is -12.05 eV. The multiplicity is 1.

---

Here is C4H9N3S in the gas phase at a distorted geometry from the OMol25 dataset. Energies are from ωB97M-V with the def2-TZVPD basis set.

The geometry in XYZ format:
```
17
Properties=species:S:1:pos:R:3:forces:R:3
C -2.3082 0.2853 -1.0033 0.4 0.3 -2.5
C -0.4170 -0.4031 0.3205 1.4 1.2 2.0
C 0.1901 -1.1914 1.5192 -1.0 -2.0 -1.5
C 1.8345 0.2445 -0.6526 -0.3 0.8 0.0
H -1.6436 0.7940 -1.7668 -0.1 -0.4 1.0
H -2.9880 1.0909 -0.6751 0.1 -0.7 0.3
H -2.8478 -0.4603 -1.6658 0.2 0.8 1.2
H -0.7134 -1.6874 2.0332 1.5 0.8 -0.6
H 0.8216 -2.0965 0.9771 -1.1 2.6 1.9
H 0.7048 -0.4543 2.2138 -0.2 -1.3 -1.0
H 0.5532 2.4059 1.7957 0.1 -0.9 -2.1
H 2.4956 1.0519 -0.8837 0.3 0.9 -0.1
H 2.8519 -1.0970 -1.5529 1.0 0.2 0.0
N -1.6354 -0.4265 0.0471 0.3 -0.2 -0.2
N 0.6205 0.6552 -0.0985 -0.8 -1.9 -0.1
N 2.0921 -0.9364 -0.9315 -1.3 -1.8 -0.1
S 0.3891 2.2252 0.3235 -0.4 1.7 1.7
```
Forces are in eV/Å.

For the LUMO energy, the calculation gives 0.560 eV. The electronic energy is -19596.994 eV. The energy above the lowest of the compared OMol25 structures with the same formula, charge and spin is 254.97 kJ/mol. As for the SMILES: [H]/N=C/N(S)/C(C)=N\C. The value obtained for the HOMO energy is -9.26 eV. The multiplicity is 1.

---

Here is C4H9N3S in the gas phase at a distorted geometry from the OMol25 dataset. Energies are from ωB97M-V with the def2-TZVPD basis set.

The geometry in XYZ format:
```
17
Properties=species:S:1:pos:R:3:forces:R:3
C 2.4626 0.3189 2.1882 -1.2 -0.2 -0.8
C 1.6439 -0.3234 1.0195 1.9 0.7 -1.0
C -0.2241 -0.0136 -0.4310 1.1 -0.5 -1.3
C -3.5131 0.0224 -2.3951 -1.3 0.3 0.4
H 3.4000 -0.2335 2.3342 -0.3 0.3 -0.1
H 2.6210 1.3789 1.9549 0.3 -0.3 0.1
H 1.8812 0.2792 3.1091 0.1 -0.1 0.2
H 1.5148 -1.4045 1.1562 0.2 0.1 -0.1
H 2.2323 -0.1424 0.0282 -0.9 -0.7 1.8
H -0.2195 0.6442 1.4886 -0.4 0.2 0.7
H -0.1875 -0.8912 -2.1249 -0.1 0.4 -0.2
H -3.9600 -0.5131 -3.2631 0.9 0.1 0.6
H -4.2433 0.7308 -1.9127 0.8 -0.4 -0.4
N 0.3503 0.2791 0.7681 0.4 -0.1 -0.7
N 0.4190 -0.6278 -1.3579 -0.6 -0.2 1.1
N -2.3541 -0.2119 -1.9343 -0.4 0.1 -0.7
S -1.8233 0.7079 -0.6280 -0.8 0.1 0.3
```
Forces are in eV/Å.

For the LUMO energy, the calculation gives 0.786 eV. The electronic energy is -19598.211 eV. The energy above the lowest of the compared OMol25 structures with the same formula, charge and spin is 137.50 kJ/mol. As for the SMILES: [H]/N=C(/NCC)SN=C. The value obtained for the HOMO energy is -8.75 eV. The multiplicity is 1.

---

Here is an isolated ion of composition C4H9N4 and charge +1 at a distorted geometry from the OMol25 dataset. Energies are from ωB97M-V with the def2-TZVPD basis set.

The geometry in XYZ format:
```
17
Properties=species:S:1:pos:R:3:forces:R:3
C -0.0157 1.5051 1.0787 0.0 -2.7 -3.3
C 0.0963 0.4869 -1.7154 -0.7 1.2 -2.3
C -0.0012 0.1605 1.0837 1.0 -0.9 3.3
C 0.0668 -0.3191 -2.9374 -0.4 -1.9 -1.4
N -0.0776 2.1801 -0.0778 0.2 3.1 1.2
N 0.0613 1.4673 -1.0948 -0.2 -1.7 -1.1
N -0.0484 -0.8601 0.1746 -0.7 0.0 -0.3
N 0.0276 -0.4649 2.5973 0.6 -0.6 -1.6
H 0.0151 2.0573 1.9258 -0.1 1.6 2.5
H -0.7360 -1.2051 -2.9824 2.0 1.9 0.7
H 1.1096 -0.6775 -3.0361 -0.7 -0.5 -0.2
H -0.1322 0.2085 -3.9270 0.1 0.1 1.7
H 0.5136 -1.6806 0.2957 0.4 -0.1 0.0
H -0.9962 -1.0369 -0.0538 -0.8 -1.0 -0.4
H 0.9267 -0.2363 3.0155 -0.1 0.0 0.3
H -0.0664 -1.5090 2.5522 0.0 1.3 0.1
H -0.7435 -0.0761 3.1012 -0.5 0.2 0.8
```
Forces are in eV/Å.

The charge is +1. For the LUMO energy, the calculation gives -3.487 eV. The electronic energy is -10243.096 eV. The energy above the lowest of the compared OMol25 structures with the same formula, charge and spin is 473.02 kJ/mol. The value obtained for the HOMO energy is -11.67 eV. The multiplicity is 1.

---

Here is C4H9N4 as an isolated structure at a distorted geometry from the OMol25 dataset. Energies are from ωB97M-V with the def2-TZVPD basis set.

The geometry in XYZ format:
```
17
Properties=species:S:1:pos:R:3:forces:R:3
C -0.8541 -2.8048 0.3865 -1.5 -1.6 1.4
C -0.7682 -0.6024 0.2878 -0.6 1.0 -0.2
C 1.6449 2.0777 -0.0674 -2.3 -2.0 0.2
C -0.6643 1.1918 -0.6665 2.0 -0.7 4.1
N -1.2369 -1.7077 -0.3353 -0.1 1.6 -2.5
N -0.3329 -2.4075 1.5017 1.1 -0.7 0.4
N -0.2306 -1.0680 1.4003 -0.3 0.3 -0.7
N 0.6424 1.3058 -0.9436 0.4 1.2 0.5
H -1.1855 -3.8810 0.3442 0.5 1.5 -0.7
H 1.3155 3.1105 -0.1002 0.3 0.1 0.4
H 1.8002 1.6219 0.9777 -0.7 0.8 -1.5
H 2.5363 1.9141 -0.5788 1.7 0.3 -0.7
H -1.2189 0.7339 -1.3991 -1.7 0.0 -1.7
H -1.0909 1.8327 0.1804 0.4 -0.8 -1.8
H 0.2900 -0.5170 2.0615 -0.1 -0.2 0.4
H 0.9580 0.7385 -1.7282 0.3 0.5 0.5
H -1.6051 -1.5384 -1.3211 0.5 -1.3 2.0
```
Forces are in eV/Å.

The charge is +1. For the LUMO energy, the calculation gives -3.010 eV. The electronic energy is -10245.409 eV. The energy above the lowest of the compared OMol25 structures with the same formula, charge and spin is 249.83 kJ/mol. The value obtained for the HOMO energy is -13.48 eV. The multiplicity is 1.

---

Which of these has the lowest electronic energy? number 5

---

Look up the electronic energy of the sixth one. -10243.096 eV